{
  "formula": "C42H36BN10O3P2TeTi",
  "method": "wB97M-V/def2-TZVPD",
  "largest_force_ev_per_a": 2.2,
  "e_lumo_ev": -3.5,
  "total_charge": 1,
  "homo_ev": -9.860,
  "spin_multiplicity": 1,
  "symbols": ["Te", "Ti", "P", "P", "O", "O", "O", "N", "N", "N", "N", "N", "N", "N", "N", "N", "N", "C", "C", "C", "C", "C", "C", "C", "C", "C", "C", "C", "C", "C", "C", "C", "C", "C", "C", "C", "C", "C", "C", "C", "C", "C", "C", "C", "C", "C", "C", "C", "C", "C", "C", "C", "C", "C", "C", "C", "C", "C", "C", "B", "H", "H", "H", "H", "H", "H", "H", "H", "H", "H", "H", "H", "H", "H", "H", "H", "H", "H", "H", "H", "H", "H", "H", "H", "H", "H", "H", "H", "H", "H", "H", "H", "H", "H", "H", "H"],
  "xyz": [[-3.046, 0.372, 2.416], [-0.780, -1.200, -1.041], [-0.044, -0.506, 1.361], [-1.172, 1.720, 0.240], [-1.339, 0.638, -0.895], [-2.257, -1.925, -0.096], [-3.815, -1.338, -1.465], [-2.541, 3.143, 6.449], [0.549, -0.996, -3.723], [-2.681, -1.458, -1.236], [3.249, -1.676, -4.488], [-0.847, -3.133, -2.267], [1.041, -2.239, -0.801], [-0.483, -0.541, -2.966], [1.825, -2.337, -1.917], [2.329, -2.667, -4.324], [0.040, -3.359, -3.263], [2.992, -3.181, -0.236], [-2.900, 1.536, 4.199], [4.085, 1.578, 1.456], [3.942, -3.556, -5.539], [-1.799, 1.361, 5.026], [2.043, 0.903, 2.524], [-1.731, -4.127, -2.301], [-1.047, 0.919, 1.796], [0.852, 3.546, 0.738], [-1.219, -3.533, 3.846], [2.740, -3.810, -4.939], [3.664, 0.981, 0.278], [-3.602, 3.285, 5.659], [4.210, -2.207, -5.223], [2.445, 0.320, 0.231], [0.882, -2.743, 4.693], [0.554, -0.353, -4.899], [-1.150, -2.613, 2.811], [3.266, 1.549, 2.577], [-3.571, 2.747, -0.732], [1.747, -2.763, 0.209], [-4.772, 4.508, 0.377], [-0.075, -1.723, 2.725], [-1.664, 2.186, 6.132], [-3.753, 4.625, 1.316], [2.999, -2.891, -1.585], [2.273, 4.473, -0.968], [1.677, 3.654, -1.918], [-3.829, 2.508, 4.528], [0.250, 2.728, -0.216], [-0.208, -3.595, 4.794], [-1.116, 0.395, -3.681], [-2.559, 2.855, 0.213], [0.956, -1.819, 3.661], [1.633, 0.244, 1.362], [-4.678, 3.579, -0.648], [-0.495, 0.551, -4.911], [-1.427, -5.014, -3.332], [0.664, 2.782, -1.546], [-2.643, 3.801, 1.235], [-0.298, -4.483, -3.918], [1.865, 4.415, 0.358], [1.218, -2.349, -3.361], [-2.542, -4.174, -1.591], [-5.475, 3.492, -1.376], [5.041, 2.088, 1.491], [-2.067, -4.204, 3.911], [-1.976, 0.902, -3.279], [1.381, 0.937, 3.381], [3.769, -3.056, -2.325], [1.338, -2.847, 1.199], [3.572, 2.047, 3.488], [-5.647, 5.143, 0.451], [-1.954, -5.912, -3.613], [2.169, -4.723, -4.897], [3.058, 5.158, -1.264], [5.063, -1.606, -5.505], [-0.262, -4.314, 5.602], [-3.828, 5.348, 2.118], [2.339, 5.044, 1.102], [3.779, -3.634, 0.345], [1.826, -1.185, 3.585], [-1.057, 0.600, 4.815], [0.257, -4.836, -4.771], [4.280, 1.030, -0.611], [0.193, 2.152, -2.288], [0.535, 3.485, 1.773], [4.546, -4.236, -6.119], [-3.505, 2.004, -1.517], [-0.816, 2.076, 6.801], [-1.856, 3.870, 1.977], [1.301, -0.569, -5.643], [-4.305, 4.065, 5.939], [-4.711, 2.674, 3.919], [-1.934, -2.599, 2.075], [1.685, -2.801, 5.419], [1.996, 3.699, -2.953], [2.132, -0.107, -0.707], [-0.772, 1.223, -5.706]]
}